No. 1
# C12H8O

One molecule with the formula C12H8O (ωB97M-V/def2-TZVPD, the Open Molecules 2025 dataset).

CARTESIAN COORDINATES (ANGSTROEM)
1 O 2.885 -2.310 0.737
2 C 2.006 -1.659 0.169
3 C 1.260 -0.943 -0.600
4 C -0.259 -0.877 -0.549
5 C -1.170 -1.884 -0.334
6 C -2.493 -1.478 0.167
7 C -2.790 -0.094 0.335
8 C -1.853 0.936 0.046
9 C -0.651 0.538 -0.417
10 C 0.621 1.280 -0.392
11 C 1.472 1.473 0.839
12 C 2.092 1.836 -0.395
13 C 1.638 0.468 -1.159
14 H -0.803 -2.962 -0.253
15 H -3.362 -2.085 0.355
16 H -3.656 0.094 0.986
17 H -2.084 1.902 0.404
18 H 1.811 0.485 1.299
19 H 0.895 2.080 1.413
20 H 2.732 2.727 -0.402
21 H 1.709 0.472 -2.248

Values from the calculation:
HOMO-LUMO gap = 0.3202 hartree
total charge = 0
energy = -14614.1266 eV
E_HOMO = -0.306 Eh
SMILES string = O=C=C1c2ccccc2[C@@]23C[C@H]2[C@@H]13


No. 2
# C12H9ClErO2

C12H9ClErO2 as an isolated structure (ωB97M-V/def2-TZVPD, the Open Molecules 2025 dataset).

CARTESIAN COORDINATES (ANGSTROEM)
1 Er 3.752 -8.129 7.957
2 C 5.739 -8.613 6.524
3 C 5.642 -7.193 6.646
4 C 4.455 -6.762 5.964
5 C 3.819 -7.921 5.418
6 C 4.609 -9.065 5.767
7 H 6.590 -9.219 6.815
8 H 6.413 -6.543 7.056
9 H 4.135 -5.736 5.797
10 H 2.932 -7.930 4.785
11 H 4.429 -10.078 5.418
12 Cl -2.452 -10.281 6.288
13 C -1.231 -9.808 7.369
14 C -1.473 -9.790 8.766
15 C -0.466 -9.396 9.632
16 C 0.818 -9.019 9.151
17 C 1.019 -9.056 7.779
18 C 0.018 -9.442 6.885
19 C 1.765 -8.642 10.196
20 O 1.555 -8.635 11.398
21 O 3.010 -8.258 9.785
22 H -2.453 -10.076 9.106
23 H -0.651 -9.389 10.698
24 H 1.958 -8.834 7.135
25 H 0.225 -9.439 5.825

Values from the calculation:
2S+1 = 4
HOMO-LUMO gap (spin up / spin down) = 0.3045 / 0.2212 hartree
total charge = +1
energy = -56817.1456 eV
E_HOMO (spin up / spin down) = -0.472 / -0.472 Eh


No. 3
# C12H9F17IN2O4

C12H9F17IN2O4 as an isolated structure (ωB97M-V/def2-TZVPD, the Open Molecules 2025 dataset).

CARTESIAN COORDINATES (ANGSTROEM)
1 O -6.762 -2.534 -1.880
2 C -6.167 -2.047 -2.862
3 F -6.313 -2.555 -4.196
4 N -5.210 -0.927 -2.761
5 C -3.875 -1.557 -3.083
6 O -3.453 -1.356 -4.273
7 N -3.110 -2.393 -2.178
8 I -2.186 -1.228 -0.751
9 H -5.235 -0.542 -1.805
10 C -0.340 3.350 -2.700
11 C -0.443 1.966 -2.025
12 C -0.257 1.944 -0.504
13 F 0.957 2.395 -0.126
14 F -0.355 0.674 -0.022
15 F 0.417 1.116 -2.634
16 F -1.689 1.493 -2.295
17 O 0.919 3.700 -3.300
18 C 1.912 4.245 -2.459
19 C 3.144 3.340 -2.335
20 F 2.825 2.120 -1.861
21 F 4.047 3.872 -1.472
22 F 1.371 4.563 -1.268
23 F 2.276 5.421 -3.028
24 H -1.032 3.322 -3.546
25 H -0.720 4.153 -2.062
26 H -1.022 2.545 -0.003
27 H 3.628 3.208 -3.306
28 C 2.242 -0.879 3.484
29 C 1.215 -0.786 2.335
30 C -0.242 -1.078 2.710
31 F -0.409 -2.325 3.190
32 F -1.065 -0.984 1.624
33 F 1.624 -1.576 1.315
34 F 1.274 0.491 1.865
35 O 2.988 -2.101 3.603
36 C 2.385 -3.167 4.307
37 C 2.097 -4.379 3.413
38 F 1.294 -4.059 2.379
39 F 1.464 -5.353 4.113
40 F 1.293 -2.719 4.955
41 F 3.269 -3.521 5.271
42 H 3.006 -0.128 3.263
43 H 1.820 -0.568 4.444
44 H -0.606 -0.366 3.459
45 H 3.023 -4.790 3.005

Values from the calculation:
HOMO-LUMO gap = 0.1945 hartree
total charge = -1
energy = -78056.6009 eV
E_HOMO = -0.113 Eh


No. 4
# C12H9HgINO3

C12H9HgINO3 as an isolated structure (ωB97M-V/def2-TZVPD, the Open Molecules 2025 dataset).

CARTESIAN COORDINATES (ANGSTROEM)
1 Hg -0.681 2.586 -0.101
2 O 1.933 -2.632 3.760
3 C 2.405 -1.454 3.263
4 C 3.581 -0.886 3.737
5 C 4.034 0.311 3.210
6 C 3.321 0.956 2.209
7 C 2.149 0.391 1.742
8 C 1.678 -0.818 2.263
9 C 0.383 -1.255 1.648
10 O -0.002 -2.443 2.135
11 O -0.248 -0.650 0.828
12 H 2.534 -2.949 4.442
13 H 4.139 -1.388 4.519
14 H 4.952 0.740 3.589
15 H 3.676 1.892 1.799
16 H 1.555 0.858 0.968
17 I -1.850 -0.344 -6.430
18 C -2.646 0.257 -4.617
19 C -3.987 0.586 -4.495
20 C -4.452 0.979 -3.251
21 C -3.559 1.028 -2.192
22 N -2.271 0.712 -2.300
23 C -1.830 0.334 -3.496
24 H -4.650 0.536 -5.348
25 H -5.490 1.243 -3.104
26 H -3.896 1.336 -1.208
27 H -0.780 0.076 -3.570

Values from the calculation:
2S+1 = 2
HOMO-LUMO gap (spin up / spin down) = 0.3298 / 0.2291 hartree
total charge = 0
energy = -32496.0209 eV
E_HOMO (spin up / spin down) = -0.316 / -0.316 Eh